(1)
Here is a gas-phase ion, C9H18N3OS (charge +1) in a non-equilibrium geometry from the Open Molecules 2025 dataset. Energies are from ωB97M-V/def2-TZVPD.

Values from the calculation:
**Largest force on an atom**: 5.8 eV/A
**SMILES**: COCCCCCN(/C=C\S)[NH+]=C=N
**E_HOMO**: -11.73 eV
**Kohn-Sham gap**: 0.2861 Ha
**ΔE to the lowest compared entry with this formula, charge and spin**: 535.5 kJ/mol

```
! wB97M-V def2-TZVPD RIJCOSX def2/J DEFGRID3
* xyz 1 1
S -0.667 -2.064 2.881
O 1.982 -0.783 -0.535
N -0.031 0.836 1.142
N 0.410 2.441 2.863
N -1.320 0.385 0.847
C -2.244 0.081 1.884
C -2.064 -0.887 2.818
C 0.169 1.783 1.893
C 0.613 -0.867 -2.550
C 3.313 -0.558 -0.067
C -1.070 0.808 -1.594
C -0.694 -0.698 -1.782
C -2.034 0.949 -0.371
C 1.896 -0.328 -1.849
H 0.453 -0.461 -3.527
H -3.207 0.644 1.705
H -0.197 1.433 -1.403
H 0.713 0.065 0.773
H -2.035 2.051 -0.376
H 0.740 -1.925 -2.798
H 0.606 3.433 3.062
H 3.389 -0.718 1.015
H 3.479 0.506 -0.083
H 4.006 -1.194 -0.603
H -2.997 0.493 -0.376
H -1.728 1.043 -2.486
H 2.693 -0.731 -2.474
H -2.791 -1.068 3.682
H -1.441 -2.871 3.629
H -0.670 -1.342 -0.950
H -1.523 -1.135 -2.431
H 2.250 0.678 -1.939
*
```


(2)
Here is a molecular structure, C4H4O5Rb in a non-equilibrium geometry from the Open Molecules 2025 dataset. Energies are from ωB97M-V/def2-TZVPD.

Values from the calculation:
**Largest force on an atom**: 1.4 eV/A
**E_HOMO (alpha / beta)**: -8.02 / -8.06 eV
**⟨S²⟩**: 0.75
**Kohn-Sham gap (alpha / beta)**: 0.2630 / 0.2636 Ha

```
! wB97M-V def2-TZVPD RIJCOSX def2/J DEFGRID3
* xyz 0 2
Rb 0.508 2.810 -0.516
O -5.100 2.203 -0.799
O 3.477 -0.818 -0.179
O 2.807 1.310 -0.526
O 1.317 -0.186 0.051
O -2.808 2.354 -0.512
C -0.482 -1.545 0.768
C 2.659 0.101 -0.224
C -3.960 2.342 -0.687
C 0.928 -1.531 0.318
H 1.067 -2.148 -0.584
H 1.601 -1.946 1.091
H -1.268 -1.872 0.086
H -0.747 -1.073 1.714
*
```


(3)
Here is a molecular structure, C46H50CdN5O4 in a non-equilibrium geometry from the Open Molecules 2025 dataset. Energies are from ωB97M-V/def2-TZVPD.

Values from the calculation:
**Largest force on an atom**: 2.6 eV/A
**E_HOMO**: -8.61 eV
**Kohn-Sham gap**: 0.1778 Ha
**ΔE to the lowest compared entry with this formula, charge and spin**: 177.7 kJ/mol

```
! wB97M-V def2-TZVPD RIJCOSX def2/J DEFGRID3
* xyz 1 1
Cd -6.695 9.912 18.361
O -6.642 12.019 19.663
O -8.138 8.800 16.894
O -5.149 9.265 16.550
O -8.433 15.118 18.777
N -8.813 9.172 14.242
N -6.898 8.061 19.428
N -10.060 14.121 21.610
N -4.430 10.009 18.971
N -5.829 9.949 12.620
C -6.268 8.091 20.793
C -8.626 7.026 15.395
C -9.062 12.062 17.671
C -7.307 6.944 18.984
C -8.074 11.143 12.925
C -8.524 4.717 16.190
C -10.502 11.902 22.479
C -4.066 11.843 14.277
C -7.093 16.926 22.194
C -8.838 7.838 14.244
C -8.353 17.327 21.746
C -9.060 9.991 13.071
C -3.615 11.067 16.940
C -8.041 5.222 17.428
C -5.482 15.295 23.244
C -2.817 14.014 14.593
C -7.840 14.652 22.561
C -6.776 10.966 12.129
C -4.766 8.383 20.812
C -10.673 13.667 18.410
C -3.021 12.215 16.401
C -10.048 12.699 21.395
C -8.241 13.924 18.933
C -8.132 12.287 16.672
C -9.387 12.938 18.854
C -5.277 9.723 13.841
C -9.358 16.381 21.690
C -4.463 10.232 16.092
C -8.204 7.541 16.692
C -7.606 13.252 23.070
C -8.753 5.642 15.152
C -6.781 13.295 19.153
C -7.848 6.584 17.689
C -6.168 13.314 17.784
C -9.920 10.730 20.029
C -8.792 3.244 15.999
C -9.689 12.107 20.151
C -6.827 12.926 16.665
C -10.442 10.518 22.387
C -4.269 9.777 20.409
C -4.599 10.613 14.692
C -9.078 15.022 21.980
C -3.561 10.709 18.326
C -10.229 9.928 21.147
C -3.284 12.662 15.081
C -6.827 15.648 22.649
H -6.258 17.620 22.216
H -8.606 9.607 15.145
H -8.514 18.333 21.384
H -2.368 12.797 17.070
H -6.806 8.847 21.378
H -6.325 13.002 15.714
H -8.149 2.829 15.201
H -8.455 11.925 15.695
H -5.349 8.708 14.225
H -6.934 13.240 23.935
H -7.799 11.580 13.910
H -4.939 14.520 22.676
H -10.319 8.835 21.027
H -2.681 11.113 18.891
H -6.274 14.083 19.775
H -1.743 14.056 14.346
H -8.611 2.695 16.933
H -3.208 9.881 20.724
H -11.342 12.992 17.879
H -7.195 12.554 22.304
H -10.975 14.533 21.563
H -4.246 7.613 20.229
H -3.405 14.265 13.712
H -10.838 12.421 23.366
H -8.542 12.829 23.434
H -9.819 3.050 15.668
H -2.994 14.794 15.359
H -5.134 13.646 17.648
H -9.797 10.230 19.073
H -7.754 4.535 18.229
H -6.255 11.949 12.117
H -5.910 9.091 12.088
H -4.859 16.212 23.298
H -10.333 16.638 21.275
H -10.081 10.408 13.143
H -7.170 6.064 19.650
H -7.018 10.690 11.092
H -5.548 14.957 24.279
H -6.435 7.114 21.280
H -8.564 11.985 12.412
H -4.269 12.225 13.276
H -4.828 10.568 20.997
H -10.602 9.918 23.279
H -9.072 9.340 12.189
H -9.745 11.229 17.472
H -10.429 14.522 17.769
H -4.429 8.251 21.843
H -9.088 5.256 14.209
H -8.989 7.318 13.311
H -11.241 14.052 19.278
*
```


(4)
Here is a molecular structure, C23H17Cl2N4O8S2W from the Open Molecules 2025 dataset. Energies are from ωB97M-V/def2-TZVPD.

Values from the calculation:
**Largest force on an atom**: 0.8 eV/A
**E_HOMO (alpha / beta)**: -11.32 / -11.32 eV
**Kohn-Sham gap (alpha / beta)**: 0.2251 / 0.2250 Ha
**ΔE to the lowest compared entry with this formula, charge and spin**: 15.5 kJ/mol

```
! wB97M-V def2-TZVPD RIJCOSX def2/J DEFGRID3
* xyz 1 1
W -0.372 -1.209 -0.389
Cl 1.601 -2.194 1.122
Cl 3.866 1.798 -2.239
S -2.087 3.000 -1.324
S -0.794 1.814 -3.742
O 0.758 3.794 0.145
O -0.240 -5.258 0.119
O -1.106 -0.974 1.392
O -0.774 -3.121 -0.272
O -1.670 -1.898 3.788
O -1.886 -0.876 -1.425
O 2.111 4.349 -1.517
O -3.343 0.428 -2.484
N 0.567 -0.106 -1.754
N 1.912 0.000 -2.096
N -0.319 0.653 0.069
N -0.824 1.239 1.145
C -1.801 1.763 3.731
C 4.357 -2.689 -1.328
C 2.291 1.301 -1.829
C 1.769 -2.367 -2.232
C 2.272 -3.648 -2.017
C -2.273 -0.325 5.484
C -1.242 1.524 -1.997
C -2.450 0.982 5.892
C 0.589 -3.615 1.630
C -2.054 3.991 -2.842
C -2.083 3.046 -4.025
C -1.623 0.441 3.293
C 1.296 2.070 -1.341
C 0.074 1.202 -1.240
C -1.203 0.244 1.918
C 2.569 -1.244 -1.981
C 3.877 -1.405 -1.531
C -2.212 2.037 5.016
C -0.180 -4.111 0.422
C 3.564 -3.811 -1.555
C -2.273 0.345 -1.990
C 1.352 3.470 -0.840
C -1.859 -0.610 4.188
H -2.454 -1.142 6.174
H 1.644 -4.504 -2.226
H -3.047 2.552 -4.124
H -2.348 3.060 5.336
H -1.831 3.551 -4.958
H 5.368 -2.815 -0.964
H -0.083 -3.234 2.398
H 0.818 -2.250 -2.743
H -1.608 2.566 3.033
H 2.460 3.969 -2.335
H -2.775 1.182 6.905
H -1.168 4.623 -2.860
H 3.966 -4.801 -1.385
H 1.273 -4.368 2.004
H 4.505 -0.558 -1.313
H -2.943 4.621 -2.816
H -1.935 -2.482 4.509
*
```


(5)
Here is a molecular structure, C27H41Cl2EuN4O4 in a non-equilibrium geometry from the Open Molecules 2025 dataset. Energies are from ωB97M-V/def2-TZVPD.

Values from the calculation:
**Largest force on an atom**: 2.2 eV/A
**E_HOMO (alpha / beta)**: -6.59 / -6.59 eV
**⟨S²⟩**: 12.02
**Kohn-Sham gap (alpha / beta)**: 0.1880 / 0.2342 Ha

```
! wB97M-V def2-TZVPD RIJCOSX def2/J DEFGRID3
* xyz 0 7
Eu -0.349 -1.046 0.096
Cl 1.009 -3.085 1.024
Cl -2.436 -0.273 1.673
O -0.921 1.194 -0.960
O -2.954 -0.723 -3.052
O 0.928 -0.788 -1.944
O 3.767 3.463 1.828
N -2.938 2.285 -0.919
N 1.445 -0.445 -4.141
N 4.982 2.398 3.434
N 1.053 0.290 1.668
C 6.761 3.506 2.059
C -2.706 2.986 0.337
C -2.081 -4.300 0.421
C 2.737 -1.111 -4.044
C -7.255 -1.762 -0.882
C -3.205 -1.855 -2.435
C 0.707 -0.252 2.843
C 5.914 1.154 5.359
C 5.513 1.098 3.894
C -0.995 -3.200 -2.175
C 2.407 0.966 3.992
C -6.255 -0.990 -0.275
C 2.798 1.494 2.750
C -1.958 1.607 -1.530
C 1.114 0.178 -5.414
C 0.624 -0.364 -3.088
C -4.620 -1.854 -1.850
C 1.364 0.048 4.042
C -4.264 2.371 -1.517
C -6.923 -2.589 -1.967
C 5.983 3.475 3.353
C -4.940 -1.047 -0.764
C -5.613 -2.612 -2.458
C 2.075 1.157 1.598
C 3.887 2.522 2.604
C -2.116 -2.535 -1.415
C -2.464 -2.985 -0.180
H -1.866 -4.145 1.486
H 1.027 -0.432 4.959
H 7.517 4.298 2.112
H -6.483 -0.339 0.577
H -5.024 2.066 -0.786
H 2.317 1.589 0.624
H 5.442 4.418 3.470
H -4.474 3.406 -1.824
H -2.125 1.437 -2.608
H 7.263 2.547 1.872
H 1.152 -0.566 -6.219
H -0.365 0.079 -3.315
H -4.298 1.701 -2.384
H -3.126 -2.392 0.457
H -3.223 3.951 0.293
H 5.102 1.555 5.977
H -8.284 -1.733 -0.501
H -7.688 -3.213 -2.436
H 4.761 0.317 3.737
H -4.139 -0.501 -0.264
H 2.805 -1.644 -3.094
H -5.339 -3.238 -3.305
H -1.291 -4.219 -2.467
H 2.927 1.284 4.896
H -0.136 -0.949 2.804
H 6.086 3.735 1.225
H -2.936 -4.997 0.342
H 6.645 3.314 4.205
H 3.542 -0.371 -4.124
H -1.205 -4.779 -0.043
H 1.829 0.976 -5.653
H 6.808 1.769 5.502
H 6.394 0.843 3.279
H -3.108 2.406 1.175
H 6.130 0.139 5.706
H 0.106 0.599 -5.349
H -0.711 -2.675 -3.098
H -0.096 -3.324 -1.535
H -1.631 3.135 0.484
H -3.212 -2.613 -3.254
H 2.835 -1.806 -4.886
*
```


(6)
Here is a molecular structure, C2H10O5 in a non-equilibrium geometry from the Open Molecules 2025 dataset. Energies are from ωB97M-V/def2-TZVPD.

Values from the calculation:
**Largest force on an atom**: 4.3 eV/A
**E_HOMO**: -10.52 eV
**Kohn-Sham gap**: 0.3976 Ha
**ΔE to the lowest compared entry with this formula, charge and spin**: 219.9 kJ/mol

```
! wB97M-V def2-TZVPD RIJCOSX def2/J DEFGRID3
* xyz 0 1
O 1.363 1.078 -1.915
O 0.687 -1.836 2.379
O 0.645 2.872 0.898
O 0.529 -0.917 -0.613
O -0.931 0.538 -1.147
C -0.653 -0.634 -0.571
C -1.618 -1.734 -0.245
H 1.304 -1.119 2.317
H -1.143 -2.696 -0.417
H 0.190 -1.941 1.493
H 1.162 3.686 1.043
H 1.520 1.698 -1.263
H -1.852 -1.817 0.846
H 0.234 0.840 -1.461
H 1.468 0.135 -1.367
H -0.339 3.212 0.696
H -2.564 -1.363 -0.673
*
```


(7)
Here is a molecular structure, C3HO2Yb in a non-equilibrium geometry from the Open Molecules 2025 dataset. Energies are from ωB97M-V/def2-TZVPD.

Values from the calculation:
**Largest force on an atom**: 4.3 eV/A
**E_HOMO**: -10.99 eV
**Kohn-Sham gap**: 0.1592 Ha
**ΔE to the lowest compared entry with this formula, charge and spin**: 477.6 kJ/mol

```
! wB97M-V def2-TZVPD RIJCOSX def2/J DEFGRID3
* xyz 1 1
Yb 3.716 -0.702 0.333
O -0.431 -1.336 -0.325
O 1.451 -0.271 0.091
C 0.432 -0.862 0.567
C -1.071 0.101 -0.106
C -1.786 1.068 -0.240
H -2.311 2.003 -0.319
*
```


(8)
Here is C3H6N2OS in the gas phase in a non-equilibrium geometry from the Open Molecules 2025 dataset. Energies are from ωB97M-V/def2-TZVPD.

Values from the calculation:
**Largest force on an atom**: 4.3 eV/A
**SMILES**: CS/C=N\NC=O
**E_HOMO**: -8.95 eV
**Kohn-Sham gap**: 0.3545 Ha
**ΔE to the lowest compared entry with this formula, charge and spin**: 339.0 kJ/mol

```
! wB97M-V def2-TZVPD RIJCOSX def2/J DEFGRID3
* xyz 0 1
S 1.871 0.660 0.033
O -2.790 -0.267 -1.053
N -0.478 -0.085 1.472
N -1.105 -0.892 0.508
C 1.499 -0.546 -1.427
C 0.544 0.563 1.285
C -1.764 -0.027 -0.429
H -1.352 1.015 -0.574
H 0.611 -0.116 -1.906
H -1.700 -1.667 0.966
H 0.726 1.422 2.092
H 2.416 -0.556 -2.021
H 1.099 -1.619 -1.104
*
```


What did the second record say?
Here is a molecular structure, C4H4O5Rb in a non-equilibrium geometry from the Open Molecules 2025 dataset. Energies are from ωB97M-V/def2-TZVPD.

Values from the calculation:
**Largest force on an atom**: 1.4 eV/A
**E_HOMO (alpha / beta)**: -8.02 / -8.06 eV
**⟨S²⟩**: 0.75
**Kohn-Sham gap (alpha / beta)**: 0.2630 / 0.2636 Ha

```
! wB97M-V def2-TZVPD RIJCOSX def2/J DEFGRID3
* xyz 0 2
Rb 0.508 2.810 -0.516
O -5.100 2.203 -0.799
O 3.477 -0.818 -0.179
O 2.807 1.310 -0.526
O 1.317 -0.186 0.051
O -2.808 2.354 -0.512
C -0.482 -1.545 0.768
C 2.659 0.101 -0.224
C -3.960 2.342 -0.687
C 0.928 -1.531 0.318
H 1.067 -2.148 -0.584
H 1.601 -1.946 1.091
H -1.268 -1.872 0.086
H -0.747 -1.073 1.714
*
```


Q: The lowest largest force on an atom belongs to which entry?
A: C23H17Cl2N4O8S2W


Q: What is the largest force on an atom in the eighth record?
A: 4.3 eV/A